Here is a 6-piece molecular cluster, C33H31Br2F40NO10 overall from the Open Molecules 2025 dataset. Energies are from wB97M-V/def2-TZVPD.

Values from the calculation:
Net charge: 0
Structure (SMILES): O=COCCCCN(CC(=O)Br)C(=O)OBr.FC(F)C(F)(F)COC(F)(F)C(F)F.FC(F)C(F)(F)COC(F)(F)C(F)F.FC(F)C(F)(F)COC(F)(F)C(F)F.FC(F)C(F)(F)COC(F)(F)C(F)F.FC(F)C(F)(F)COC(F)(F)C(F)F
Max |F|, eV/A: 5.051
Highest occupied orbital energy, eV: -9.93

Each line ends with the Mulliken charge.
Cartesian coordinates (Å):
O (-1.1133, 11.8654, 4.7049)  -0.460
C (-0.5747, 12.0873, 3.6100)  0.136
O (-0.7226, 11.2086, 2.4875)  -0.211
C (-1.9862, 11.4500, 1.8151)  -0.455
C (-2.2468, 10.3978, 0.6377)  -0.713
C (-0.8987, 9.6063, 0.1695)  0.158
C (-1.3468, 8.6673, -1.0436)  -1.040
N (-0.2567, 7.8808, -1.6909)  0.231
C (-0.1155, 6.5055, -1.1581)  -0.539
C (0.0077, 6.3908, 0.4345)  0.502
O (0.8765, 6.9019, 1.1505)  -0.458
Br (-1.3520, 5.2585, 1.4013)  -0.231
C (1.0049, 8.5992, -1.7753)  0.589
O (2.0587, 8.3396, -1.1666)  -0.507
O (1.0391, 9.7003, -2.7130)  -0.443
Br (2.3466, 10.8889, -2.1705)  0.063
H (0.1235, 12.9895, 3.4339)  0.323
H (-1.9720, 12.4956, 1.3512)  0.290
H (-2.8693, 11.3931, 2.5568)  0.332
H (-2.7423, 10.8607, -0.2967)  0.310
H (-2.9992, 9.6081, 1.0132)  0.267
H (-0.1611, 10.4377, -0.1210)  0.207
H (-0.5428, 9.0490, 1.0983)  0.221
H (-2.2353, 8.0050, -0.7381)  0.344
H (-1.7681, 9.3703, -1.8588)  0.339
H (0.7383, 5.9142, -1.6527)  0.375
H (-1.0778, 5.9430, -1.4523)  0.341
F (-1.5726, 0.4348, -0.3893)  -0.247
C (-2.0992, -0.8008, -0.4619)  0.151
F (-1.1294, -1.6003, -0.9727)  -0.285
C (-3.3524, -0.8583, -1.3374)  0.807
F (-3.0619, -0.5706, -2.6290)  -0.282
F (-3.7966, -2.1501, -1.3349)  -0.335
C (-4.5374, 0.0210, -0.8825)  -0.641
O (-4.6904, 1.2981, -1.5217)  -0.375
C (-3.9273, 2.3720, -1.0167)  0.647
F (-3.3894, 2.0201, 0.1662)  -0.230
F (-4.8124, 3.3599, -0.7410)  -0.283
C (-2.8890, 2.8888, -2.0202)  0.136
F (-2.0420, 1.9183, -2.4157)  -0.197
F (-2.1293, 3.8660, -1.4623)  -0.136
H (-2.3135, -1.1473, 0.5531)  0.286
H (-5.4422, -0.5241, -1.1700)  0.416
H (-4.5979, 0.1032, 0.2054)  0.329
H (-3.3770, 3.2935, -2.9104)  0.230
F (-9.9951, 1.5653, 1.9994)  -0.204
C (-10.4657, 0.7753, 1.0189)  0.044
F (-10.3951, -0.4969, 1.4868)  -0.277
C (-9.6719, 0.9057, -0.2829)  0.951
F (-8.3974, 0.4726, -0.1246)  -0.224
F (-10.2410, 0.0631, -1.1956)  -0.336
C (-9.6465, 2.3088, -0.9292)  -0.763
O (-8.4984, 3.1308, -0.6722)  -0.347
C (-8.4852, 3.8819, 0.5246)  0.738
F (-9.7144, 3.8691, 1.0750)  -0.284
F (-8.2569, 5.1638, 0.1574)  -0.308
C (-7.3872, 3.4309, 1.4951)  0.579
F (-7.5012, 2.1242, 1.8143)  -0.221
F (-7.4587, 4.1234, 2.6586)  -0.276
H (-11.5214, 1.0121, 0.8592)  0.298
H (-9.6070, 2.1379, -2.0098)  0.388
H (-10.5791, 2.8553, -0.7691)  0.329
H (-6.3971, 3.5864, 1.0607)  -0.065
F (3.0219, -0.2247, 3.4523)  -0.219
C (1.7355, 0.1156, 3.2589)  -0.015
F (0.9912, -0.8568, 3.8460)  -0.277
C (1.3695, 0.2416, 1.7785)  1.019
F (1.4695, -0.9513, 1.1449)  -0.257
F (0.0503, 0.5901, 1.7104)  -0.318
C (2.1513, 1.3039, 0.9741)  -0.785
O (3.2699, 0.8497, 0.1974)  -0.383
C (4.5088, 0.7022, 0.8596)  0.662
F (4.4424, 1.2863, 2.0713)  -0.280
F (5.4003, 1.4275, 0.1473)  -0.294
C (4.9788, -0.7562, 0.9201)  0.441
F (4.0740, -1.5543, 1.5293)  -0.322
F (6.1299, -0.8613, 1.6287)  -0.290
H (1.5401, 1.0504, 3.7916)  0.314
H (1.4507, 1.6834, 0.2231)  0.439
H (2.4075, 2.1764, 1.5802)  0.338
H (5.1542, -1.1493, -0.0844)  0.221
F (7.1035, -5.4691, -1.3946)  -0.201
C (6.3065, -5.7651, -2.4365)  0.213
F (6.7695, -5.0418, -3.4885)  -0.292
C (4.8358, -5.4352, -2.1730)  0.861
F (4.6543, -4.1013, -2.0162)  -0.271
F (4.1315, -5.7777, -3.2930)  -0.328
C (4.1734, -6.1731, -0.9888)  -0.535
O (4.0939, -5.4657, 0.2577)  -0.389
C (5.2275, -5.4960, 1.0999)  0.795
F (6.0894, -6.4323, 0.6574)  -0.271
F (4.7876, -5.9356, 2.3014)  -0.306
C (5.8743, -4.1167, 1.2725)  0.528
F (6.2382, -3.5775, 0.0880)  -0.239
F (7.0004, -4.2037, 2.0227)  -0.317
H (6.4327, -6.8237, -2.6802)  0.181
H (3.1262, -6.3193, -1.2727)  0.454
H (4.5673, -7.1828, -0.8575)  0.122
H (5.1866, -3.4244, 1.7611)  -0.005
F (6.7484, -12.1346, -1.6721)  -0.191
C (6.6537, -13.2962, -1.0009)  0.086
F (7.0011, -14.2724, -1.8771)  -0.282
C (5.2488, -13.5527, -0.4514)  0.886
F (4.3512, -13.7035, -1.4541)  -0.270
F (5.2784, -14.7503, 0.2054)  -0.328
C (4.7076, -12.5095, 0.5515)  -0.719
O (3.8335, -11.4927, 0.0369)  -0.403
C (4.4285, -10.3543, -0.5481)  0.848
F (5.7434, -10.3393, -0.2590)  -0.302
F (3.8968, -9.2861, 0.0919)  -0.298
C (4.1410, -10.2365, -2.0500)  0.198
F (4.5536, -11.3241, -2.7299)  -0.215
F (4.7960, -9.1712, -2.5804)  -0.230
H (7.3945, -13.2933, -0.1964)  0.277
H (4.0746, -13.0673, 1.2488)  0.400
H (5.4987, -12.0850, 1.1743)  0.323
H (3.0706, -10.1109, -2.2309)  0.245



Here is C33H31BrClN4OTl as an isolated structure from the Open Molecules 2025 dataset. Energies are from wB97M-V/def2-TZVPD.

Values from the calculation:
Net charge: -2
Max |F|, eV/A: 2.138
ΔE to the lowest compared entry with this formula, charge and spin, kcal/mol: 32.08
Highest occupied orbital energy, eV: 1.33

Each line ends with the Mulliken charge.
Cartesian coordinates (Å):
Tl (0.9429, 0.1926, -0.9079)  0.803
Cl (6.1984, 5.2078, 0.6347)  -0.313
C (5.1198, 4.0715, -0.1474)  0.467
C (5.6617, 2.9383, -0.7512)  -0.614
C (4.8146, 2.0936, -1.4145)  -0.637
C (3.4042, 2.3175, -1.5368)  0.094
O (2.7237, 1.5756, -2.2894)  -0.794
C (2.8665, 3.4417, -0.7876)  0.985
C (1.4807, 3.7390, -0.6431)  0.078
N (0.4720, 2.9725, -0.9438)  0.022
C (-0.8262, 3.3552, -0.7823)  -0.138
C (-1.2541, 4.6302, -0.3582)  -0.688
C (-2.5865, 4.9458, -0.1831)  -0.952
C (-3.5791, 4.0247, -0.4485)  -0.786
C (-3.2298, 2.7473, -0.9126)  1.562
C (-4.2022, 1.7779, -1.2329)  -0.821
C (-3.8067, 0.5373, -1.6858)  -0.547
C (-2.4467, 0.2751, -1.7832)  -0.348
N (-1.5094, 1.1626, -1.4902)  -0.149
C (-1.8546, 2.3898, -1.0755)  0.561
C (3.7696, 4.3099, -0.1499)  -1.137
H (6.7233, 2.7377, -0.6911)  0.384
H (5.1957, 1.1979, -1.8880)  0.419
H (1.3158, 4.7277, -0.1813)  -0.111
H (-0.5191, 5.3957, -0.1508)  0.266
H (-2.8559, 5.9380, 0.1654)  0.356
H (-4.6240, 4.2714, -0.3064)  0.366
H (-5.2525, 2.0206, -1.1286)  0.367
H (-4.5312, -0.2209, -1.9588)  0.405
H (-2.0922, -0.6926, -2.1135)  0.346
H (3.3902, 5.1858, 0.3605)  0.351
Br (3.1670, 0.0089, 1.5411)  -0.103
C (1.6208, 0.6886, 2.4222)  0.097
C (1.5247, 0.5876, 3.7894)  -0.607
C (0.4206, 1.1796, 4.4050)  -0.274
C (-0.4939, 1.8658, 3.5966)  -0.834
C (-0.3052, 1.8756, 2.2339)  0.049
N (0.7355, 1.2817, 1.6304)  0.317
H (2.2862, 0.0757, 4.3583)  0.429
H (0.2888, 1.1079, 5.4741)  0.364
H (-1.3366, 2.3816, 4.0359)  0.413
H (-0.9890, 2.3848, 1.5706)  0.000
C (-1.1558, -1.8681, 2.2939)  -1.456
C (-1.9530, -1.9827, 0.9900)  2.991
C (-3.4473, -1.8304, 1.2633)  -2.196
C (-1.5804, -3.2506, 0.2533)  -0.158
C (-2.4045, -4.3372, 0.1326)  -0.359
C (-2.0253, -5.4773, -0.5722)  -1.166
C (-0.7840, -5.4881, -1.2003)  -0.573
C (0.0891, -4.4330, -1.1160)  0.651
C (1.3934, -4.4630, -1.8791)  0.466
C (2.5877, -4.2053, -0.9628)  -1.568
C (1.3847, -3.4247, -3.0046)  -1.181
C (-0.2473, -3.2640, -0.3286)  0.049
N (0.5725, -2.2998, -0.1229)  -0.544
H (-1.3086, -0.8915, 2.7552)  0.224
H (-0.0974, -1.9762, 2.0592)  0.370
H (-1.4471, -2.6449, 3.0029)  0.332
H (-1.6333, -1.1413, 0.3587)  -1.421
H (-3.7957, -2.5913, 1.9623)  0.362
H (-4.0113, -1.9129, 0.3376)  0.448
H (-3.6506, -0.8507, 1.6963)  0.452
H (-3.3887, -4.3278, 0.5923)  0.206
H (-2.6924, -6.3299, -0.6420)  0.274
H (-0.4966, -6.3677, -1.7737)  0.237
H (1.5017, -5.4627, -2.3322)  0.288
H (2.4044, -3.2696, -0.4323)  0.177
H (3.5082, -4.1191, -1.5393)  0.481
H (2.6983, -5.0078, -0.2339)  0.310
H (1.2425, -2.4343, -2.5751)  -0.088
H (0.5768, -3.6196, -3.7087)  0.290
H (2.3301, -3.4330, -3.5473)  0.452